Entry a
ORCA calculation (ωB97M-V with the def2-TZVPD basis set) on an isolated molecule of C4H2OS.

Calculated values
lowest unoccupied orbital energy (spin up / spin down): -3.422 / -3.433 eV

Geometry as XYZ:
```
8
Properties=species:S:1:pos:R:3:lowdin_charge:R:1
C -1.0548 -0.6560 0.0042 -0.1294
C -0.7196 0.6811 0.0029 -0.0334
C 0.1315 -1.3488 -0.0037 -0.0043
C 1.2427 -0.3280 0.0074 -0.4285
O 0.5999 0.8545 0.0068 -0.1471
S 3.1862 0.3055 -0.0084 0.5114
H -2.0423 -1.0645 -0.0068 0.0918
H -1.3437 1.5562 -0.0025 0.1396
```

Entry b
ORCA calculation (ωB97M-V with the def2-TZVPD basis set) on an isolated molecule of C4H2OS.

Calculated values
lowest unoccupied orbital energy: -0.977 eV

Geometry as XYZ:
```
8
Properties=species:S:1:pos:R:3:lowdin_charge:R:1
C -0.1034 -2.6174 -0.1304 0.0864
C -1.0612 2.4945 -0.0199 -0.0637
C 0.4599 -1.5545 -0.2620 -0.3020
C -0.3978 1.5475 -0.3146 -0.1991
O 2.0009 0.2380 0.8466 -0.4902
S 1.2385 0.0707 -0.3634 0.8874
H -0.4700 -3.5942 -0.0178 0.0276
H -1.6668 3.4153 0.2616 0.0535
```

In terms of stability, entry b leads; the second structure lies 20.2 kJ/mol higher.

Entry a
ORCA calculation (ωB97M-V with the def2-TZVPD basis set) on a cluster of 15 separate species, C6H40O15 in total.

Calculated values
lowest unoccupied orbital energy: 0.019 eV

Geometry as XYZ:
```
61
Properties=species:S:1:pos:R:3:lowdin_charge:R:1
C -0.0921 0.4043 -2.5201 -0.1767
O 1.1145 1.2041 -2.3681 -0.1615
C 0.0738 -0.8787 -1.6493 -0.1989
C 0.4683 -0.7555 -0.1926 -0.1963
C -0.6812 -0.8667 0.7550 -0.1185
C -0.5725 -0.6870 2.0695 -0.1665
C -1.7562 -0.4345 2.9795 -0.0856
H -0.2359 0.2020 -3.6112 0.1402
H -0.9431 0.8577 -1.9534 0.1077
H 0.7118 2.1468 -2.3649 0.0766
H 0.8276 -1.5441 -2.0961 0.1031
H -0.8244 -1.5520 -1.8298 0.1243
H 0.8860 0.2715 -0.2209 0.0917
H 1.2804 -1.5178 0.0260 0.0979
H -1.6193 -1.1592 0.2849 0.0716
H 0.3911 -0.4651 2.4963 0.0758
H -1.8798 -0.9025 3.9419 0.0534
H -1.6472 0.6305 3.3115 0.0833
H -2.6807 -0.7235 2.4246 0.0823
H 2.5541 3.2961 -0.2134 0.0708
H 1.7004 2.0059 -0.4132 0.0033
O 1.8115 2.7951 0.1203 -0.0249
H 3.5721 0.6293 0.3789 0.0008
H 4.3836 -0.6183 0.9679 0.0259
O 4.1918 0.3182 1.0668 -0.0713
H 3.7832 0.6450 -1.5772 0.0756
H 2.2080 0.2738 -1.8359 0.0167
O 3.0582 0.0572 -1.3436 -0.0953
H -3.2418 -1.9697 -0.7836 -0.0229
H -2.3621 -3.3758 -0.8650 0.0278
O -2.9233 -2.7809 -0.3799 -0.0630
H -3.0140 2.0238 -3.5288 0.0751
H -2.5203 2.0766 -2.1269 -0.0026
O -2.4476 2.5571 -2.9552 -0.0565
H -0.2996 2.0007 1.5820 0.0327
H -0.3448 3.1472 0.6798 0.0210
O -0.9726 2.5830 1.1461 -0.0643
H 1.8190 2.0870 3.5855 0.0533
H 1.7298 2.9091 2.3395 0.0282
O 1.1618 2.4705 2.9955 -0.0556
H 1.1837 -4.6410 -0.6292 0.0323
H -0.1982 -3.9917 -0.2881 -0.0122
O 0.4575 -4.1287 -0.9770 -0.0480
H -1.3734 -3.8427 1.6770 0.0495
H 0.1014 -3.7156 1.7208 0.0379
O -0.5750 -4.3984 1.6136 -0.0539
H 2.6234 -2.0906 2.3897 0.0031
H 2.7092 -0.4610 2.4064 0.0440
O 2.6707 -1.3171 2.9520 -0.0959
H -3.7241 0.6104 -0.7736 -0.0060
H -4.5603 -0.5860 -0.3162 0.0603
O -3.8822 -0.3230 -0.9385 -0.0484
H 2.9913 -1.5500 -0.3646 -0.0171
H 3.0824 -3.1129 -0.5436 0.0464
O 3.0983 -2.3923 0.0817 -0.0581
H -0.4833 3.7043 -1.4449 0.0466
H -0.8704 3.5221 -2.8463 0.0319
O -0.0705 3.6452 -2.3137 -0.0300
H -3.8841 3.0557 -0.1400 0.0724
H -2.6653 2.3582 0.5726 0.0232
O -3.3000 2.2936 -0.1604 -0.0568
```

Entry b
ORCA calculation (ωB97M-V with the def2-TZVPD basis set) on a cluster of 15 separate species, C6H40O15 in total.

Calculated values
lowest unoccupied orbital energy: -0.089 eV

Geometry as XYZ:
```
61
Properties=species:S:1:pos:R:3:lowdin_charge:R:1
C 2.8500 -1.9226 -1.5560 -0.0963
C 2.0334 -3.2069 -1.4363 -0.2548
C 1.4307 -3.4600 -0.0456 -0.2115
C -2.2035 -2.2690 -0.5657 -0.1964
O -1.9294 -0.9194 -1.0299 -0.1305
C -0.8747 -2.9416 -0.4481 -0.0781
C 0.2161 -2.6130 0.2668 -0.1225
H 3.7317 -2.0952 -2.1537 0.0707
H 2.3118 -1.0471 -1.9307 0.0625
H 3.2312 -1.5544 -0.6051 0.0381
H 2.5856 -4.0833 -1.7687 0.0892
H 1.3305 -3.3608 -2.3334 0.1256
H 1.4236 -4.5479 0.2336 0.1272
H 2.1793 -2.9542 0.5847 0.0875
H -2.8142 -2.6993 -1.3677 0.1235
H -2.7696 -2.1525 0.3210 0.0919
H -1.6166 -0.4051 -0.2734 0.0594
H -0.8081 -3.7592 -1.1877 0.1224
H 0.4731 -1.8067 0.9262 0.0915
H 0.2677 1.9356 -0.9067 0.0211
H -0.2479 1.2734 0.2797 0.0083
O -0.5157 1.4303 -0.6447 -0.0422
H -4.0583 2.1113 2.7777 0.0399
H -3.4583 1.6837 1.4822 -0.0070
O -3.1952 1.8831 2.4052 -0.0800
H 1.7419 4.0655 -3.0567 0.0621
H 0.7019 2.8913 -2.8360 0.0337
O 1.4847 3.1674 -3.3457 -0.0602
H -2.0850 0.4856 -2.4174 0.0242
H -3.2077 0.2995 -3.4816 0.0516
O -2.8471 0.9157 -2.8454 -0.0567
H -0.8694 2.3699 1.3624 0.0461
H -0.2204 1.9866 2.5885 0.0256
O 0.0216 2.3980 1.7455 -0.0476
H -3.9459 -0.2279 0.0603 0.0535
H -4.1386 0.9053 -0.9133 0.0347
O -3.9439 0.7411 0.0139 -0.0465
H 2.0344 0.7561 -3.5846 0.0082
H 1.5374 1.2239 -4.8569 0.0154
O 1.8140 0.3937 -4.4571 -0.0699
H -0.5509 -3.6267 2.0105 0.0345
H -1.3637 -3.7626 3.2969 0.0333
O -1.3854 -3.3144 2.4473 -0.0680
H 1.7482 0.4541 1.1984 0.0128
H 2.4904 0.5923 -0.0746 0.0326
O 2.3920 -0.0396 0.6638 -0.0931
H 0.9376 0.2011 3.3603 -0.0028
H 1.2043 -1.2466 3.8248 0.0645
O 1.5348 -0.5447 3.2391 -0.0432
H 3.7996 -0.5101 2.1331 -0.0289
H 4.3280 -1.8136 1.7043 0.0166
O 4.5229 -1.0996 2.3183 -0.0640
H -3.7576 3.0546 -1.8948 0.0145
H -2.5788 3.1383 -2.7956 0.0084
O -3.1943 3.7216 -2.3245 -0.0790
H 0.4709 1.9620 5.1869 0.0655
H -1.0715 1.6631 5.1548 0.0577
O -0.2233 1.4439 4.7615 -0.0376
H 3.2037 2.8470 0.1131 0.0714
H 1.8683 2.7897 0.5800 0.0491
O 2.3677 2.5009 -0.2187 -0.0577
```

Entry c
ORCA calculation (ωB97M-V with the def2-TZVPD basis set) on a cluster of 15 separate species, C6H40O15 in total.

Calculated values
lowest unoccupied orbital energy: -0.430 eV

Geometry as XYZ:
```
61
Properties=species:S:1:pos:R:3:lowdin_charge:R:1
O 4.2110 -2.2895 0.5190 -0.0026
C 3.2500 -1.5601 0.2161 -0.1927
C 3.5761 -0.0387 0.1124 -0.1494
C 2.4992 0.6347 -0.7044 -0.2515
C 1.0826 0.6731 -0.1191 -0.1657
C 0.8499 2.2448 0.3735 -0.1828
C 0.1593 3.0907 -0.7224 -0.0891
H 2.2883 -1.9221 0.0817 0.0947
H 4.6319 0.0077 -0.4612 0.1772
H 3.6045 0.3159 1.0106 0.0211
H 2.8871 1.6302 -1.1077 0.1342
H 2.3583 0.0321 -1.6760 0.1106
H 0.4700 -0.0126 -0.7578 0.0971
H 1.0700 0.2155 0.8992 0.0888
H 0.4345 2.2293 1.4005 0.0590
H 1.7762 2.6999 0.5783 0.0762
H 0.5631 4.1137 -0.6132 0.0923
H -0.7985 3.2335 -0.5175 -0.0085
H 0.3695 2.7814 -1.7476 0.0673
H -0.9855 -1.7219 1.6057 0.0153
H -2.4129 -1.7804 1.2600 0.0715
O -1.6274 -1.1419 1.2049 -0.0984
H 0.1539 -4.4183 2.4076 0.1050
H -0.3074 -3.7138 3.7875 0.0688
O -0.2149 -3.5390 2.8096 -0.1097
H -1.5073 0.7003 1.3886 0.0050
H -0.6842 0.2947 2.7019 0.0666
O -1.0612 1.0602 2.1719 -0.1110
H 4.0053 -0.1324 3.2273 0.0081
H 3.7751 -1.5270 2.9660 0.1083
O 3.2899 -0.6876 3.2813 -0.0327
H 1.9525 -0.5169 4.6555 0.0333
H 0.8340 -1.3614 4.0377 0.0669
O 0.9640 -0.5429 4.6390 -0.1048
H -2.0217 -3.6261 -2.8567 0.0453
H -1.3576 -2.4116 -2.2341 0.0832
O -1.8733 -3.2517 -2.0126 -0.0265
H 1.5932 -0.8170 -4.5041 -0.0284
H 2.7243 -1.6232 -4.1192 0.0524
O 2.5604 -0.7530 -4.5506 -0.0768
H -1.8900 1.1940 -1.3837 0.0389
H -1.8131 -0.1480 -0.6979 0.0101
O -2.0703 0.2250 -1.5576 -0.0722
H -2.5849 2.0821 0.1965 0.0411
H -3.9553 2.3317 0.3058 0.0086
O -3.2758 2.6867 -0.2275 -0.0652
H -3.9667 0.2481 -1.5306 0.0550
H -4.9278 0.0288 -0.3930 0.0252
O -4.6898 0.7404 -0.9975 -0.1026
H 0.8756 1.1529 3.7648 -0.1046
H 0.1482 2.5056 3.4785 0.0522
O 0.8755 2.0263 3.9352 -0.0364
H -4.1141 -2.8072 0.1134 -0.0362
H -2.7590 -2.7574 -0.6702 -0.0018
O -3.3614 -2.4338 -0.0101 0.0310
H -1.7873 3.7259 -3.5410 0.1089
H -1.3486 2.4681 -2.7014 -0.0031
O -1.0875 2.9641 -3.5169 -0.1112
H -1.0311 -1.2707 -4.0097 0.0433
H -0.0834 -0.2930 -4.6073 0.0469
O -0.2354 -1.2385 -4.5810 -0.0453
```

In terms of stability, entry a leads; the second structure lies 118.1 kJ/mol higher.

Entry a
ORCA calculation (ωB97M-V with the def2-TZVPD basis set) on an isolated molecule of C26H33N3O3.

Calculated values
SMILES: CN(CC1CCOCC1)C(=O)C[C@@H]1C(=O)NCCN1Cc1ccc(-c2ccccc2)cc1
lowest unoccupied orbital energy: 0.615 eV

Geometry as XYZ:
```
65
Properties=species:S:1:pos:R:3:lowdin_charge:R:1
C -3.7072 -0.4097 -1.3105 -0.0441
N -3.4035 0.4735 -0.2113 -0.1014
C -2.6952 1.6201 -0.3418 -0.4477
O -2.4744 2.3486 0.6102 0.0411
C -2.2211 1.9408 -1.7480 -0.0268
H -3.0963 2.2540 -2.3244 0.1298
C -1.1797 3.0774 -1.8082 -0.1913
N 0.1554 2.5333 -1.6038 -0.1354
C 1.1970 3.2422 -2.3110 -0.1711
H 2.1474 2.7494 -2.0942 0.1294
H 1.2708 4.3007 -2.0001 0.1358
C 0.9087 3.1775 -3.8028 -0.1582
N -0.3800 3.7780 -4.0332 0.0865
C -1.3958 3.7734 -3.1506 -0.4553
O -2.4659 4.2837 -3.4222 0.0561
H -0.5726 4.2070 -4.9267 0.1510
H 1.6686 3.7232 -4.3670 0.1221
H 0.9112 2.1301 -4.1317 0.1203
C 0.5108 2.3352 -0.2069 -0.1300
C 1.2831 1.0610 0.0015 -0.2070
C 1.2464 0.0334 -0.9316 -0.0371
C 1.9205 -1.1514 -0.7075 -0.0216
C 2.6434 -1.3483 0.4658 -0.1995
C 2.6805 -0.3157 1.4006 -0.0356
C 2.0150 0.8715 1.1678 -0.0290
H 2.0580 1.6633 1.9020 0.1172
H 3.2539 -0.4405 2.3078 0.1172
C 3.3460 -2.6155 0.7154 -0.1882
C 4.0737 -3.2353 -0.2977 -0.0370
C 4.7372 -4.4249 -0.0618 -0.0851
C 4.6790 -5.0184 1.1881 -0.0945
C 3.9545 -4.4132 2.2013 -0.0814
C 3.2955 -3.2203 1.9693 -0.0344
H 2.7186 -2.7633 2.7602 0.1084
H 3.9014 -4.8738 3.1771 0.1029
H 5.1962 -5.9487 1.3714 0.0996
H 5.3040 -4.8906 -0.8552 0.1015
H 4.1353 -2.7678 -1.2700 0.1111
H 1.8691 -1.9453 -1.4392 0.1135
H 0.6824 0.1769 -1.8410 0.1045
H 1.0931 3.1873 0.1800 0.1356
H -0.3999 2.2845 0.3927 0.1085
H -1.4463 3.8185 -1.0349 0.1660
H -1.7881 1.0539 -2.2106 0.1219
C -3.7693 0.0269 1.1173 -0.1271
H -4.8216 -0.2758 1.1182 0.1306
C -2.8913 -1.1324 1.6084 -0.3036
C -3.3112 -1.5677 3.0138 -0.1345
C -2.3716 -2.6675 3.5127 -0.2142
H -2.6062 -2.9420 4.5433 0.1238
O -1.0282 -2.2485 3.5234 -0.1278
C -0.5861 -1.8784 2.2381 -0.2001
C -1.4138 -0.7373 1.6483 -0.1194
H -1.2944 0.1516 2.2694 0.1347
H -1.0395 -0.5081 0.6501 0.1068
H 0.4553 -1.5740 2.3521 0.1042
H -0.6265 -2.7511 1.5650 0.1334
H -2.4784 -3.5601 2.8738 0.1262
H -4.3381 -1.9367 3.0159 0.1197
H -3.2468 -0.7135 3.6898 0.1277
H -3.0097 -1.9851 0.9279 0.1431
H -3.6484 0.8842 1.7829 0.1279
H -2.8322 -0.9865 -1.6268 0.0950
H -4.0860 0.1507 -2.1653 0.0916
H -4.4802 -1.1071 -0.9919 0.0939
```

Entry b
ORCA calculation (ωB97M-V with the def2-TZVPD basis set) on an isolated molecule of C26H33N3O3.

Calculated values
SMILES: CC(C)c1ccc(/C=C(\NC(=O)c2ccccc2)C(=O)NCCCN2CCOCC2)cc1
lowest unoccupied orbital energy: 0.201 eV

Geometry as XYZ:
```
65
Properties=species:S:1:pos:R:3:lowdin_charge:R:1
C -7.1905 -3.4575 2.5857 -0.0644
H -7.8753 -4.0605 3.1777 0.0769
H -7.0032 -2.5256 3.1148 0.0825
H -7.6705 -3.2234 1.6387 0.0747
C -5.8799 -4.2148 2.3596 -0.3916
C -4.8908 -3.3559 1.6137 -0.2130
C -5.1544 -2.9011 0.3249 -0.0270
C -4.2468 -2.1115 -0.3474 -0.0214
C -3.0255 -1.7579 0.2343 -0.2099
C -2.7706 -2.1991 1.5345 -0.0256
C -3.6914 -2.9808 2.2056 -0.0189
H -3.4724 -3.3032 3.2139 0.1141
H -1.8702 -1.8955 2.0466 0.1108
C -2.1053 -0.9307 -0.5245 0.0313
C -0.7646 -0.8796 -0.4277 -0.1882
N -0.0188 -1.7262 0.3979 0.1283
C 1.0829 -1.4586 1.1650 -0.4381
O 1.6588 -2.3741 1.7230 0.0770
C 1.5225 -0.0451 1.2948 -0.1451
C 0.6390 1.0305 1.3092 -0.0206
C 1.1217 2.3174 1.4716 -0.0568
C 2.4765 2.5436 1.6515 -0.0785
C 3.3535 1.4696 1.6903 -0.0899
C 2.8809 0.1840 1.5085 -0.0244
H 3.5501 -0.6636 1.5326 0.1216
H 4.4068 1.6340 1.8681 0.1078
H 2.8469 3.5521 1.7592 0.1058
H 0.4331 3.1484 1.4618 0.1121
H -0.4242 0.8721 1.2144 0.1188
H -0.3874 -2.6639 0.5211 0.1585
C -0.0332 0.0349 -1.3620 -0.4708
O -0.5294 1.0664 -1.7725 0.0672
N 1.1781 -0.4113 -1.7645 0.0866
C 1.9834 0.3336 -2.7037 -0.1749
C 3.3828 0.6302 -2.1647 -0.1479
C 4.0710 1.7709 -2.9499 -0.1876
N 4.0746 3.0741 -2.3193 -0.1692
C 4.9529 3.1651 -1.1667 -0.1630
C 5.0177 4.6208 -0.7032 -0.1930
H 5.6233 4.7116 0.2006 0.1244
O 3.7394 5.1118 -0.3778 -0.1431
C 2.8884 5.0278 -1.4978 -0.1880
C 2.7546 3.5865 -1.9904 -0.1590
H 2.1380 3.5702 -2.8911 0.1303
H 2.2574 2.9939 -1.2058 0.1156
H 1.9193 5.4141 -1.1785 0.1260
H 3.2853 5.6547 -2.3104 0.1261
H 5.4591 5.2347 -1.5027 0.1257
H 5.9515 2.8328 -1.4597 0.1273
H 4.6030 2.5437 -0.3274 0.0959
H 3.5817 1.8831 -3.9221 0.1207
H 5.1167 1.5124 -3.1335 0.1144
H 3.9905 -0.2750 -2.2165 0.1120
H 3.3038 0.9094 -1.1126 0.0872
H 2.0586 -0.2199 -3.6474 0.1284
H 1.4356 1.2603 -2.8871 0.1056
H 1.5397 -1.2844 -1.4147 0.1450
H -2.5470 -0.2982 -1.2826 0.1256
H -4.4713 -1.7658 -1.3463 0.1147
H -6.0841 -3.1620 -0.1586 0.1120
C -6.1328 -5.5275 1.6149 -0.0651
H -5.1972 -6.0591 1.4546 0.0824
H -6.5923 -5.3420 0.6473 0.0741
H -6.7980 -6.1646 2.1934 0.0769
H -5.4519 -4.4556 3.3392 0.1308
```

In terms of stability, entry a leads; the second structure lies 59.2 kJ/mol higher.